[1]
{
  "formula": "C18H18Cl9N3",
  "method": "ωB97M-V/def2-TZVPD",
  "symbols": ["N", "C", "C", "C", "C", "C", "H", "H", "H", "H", "H", "N", "C", "C", "C", "C", "C", "H", "H", "H", "H", "H", "N", "C", "C", "C", "C", "C", "H", "H", "H", "H", "H", "C", "Cl", "Cl", "Cl", "H", "C", "Cl", "Cl", "Cl", "H", "C", "Cl", "Cl", "Cl", "H"],
  "xyz": [[2.83558, 1.71503, -3.06037], [2.31534, 0.68382, -2.29457], [1.29555, -0.14665, -2.68508], [0.80347, 0.01215, -3.99948], [1.18352, 1.07751, -4.77317], [2.23665, 1.90415, -4.26730], [2.58178, 0.66238, -1.24817], [0.89453, -0.96195, -2.10123], [0.12497, -0.72928, -4.39487], [0.63678, 1.29547, -5.67869], [2.33159, 2.86234, -4.75642], [3.61271, -1.30543, 1.77377], [2.62022, -2.08510, 1.19710], [1.93572, -3.06159, 1.92191], [2.21663, -3.19734, 3.25644], [3.15095, -2.36926, 3.87160], [3.84228, -1.45752, 3.09028], [2.49858, -2.01488, 0.12628], [1.17223, -3.68583, 1.48167], [1.90838, -4.03023, 3.87100], [3.47040, -2.49686, 4.89535], [4.67456, -0.95370, 3.55919], [-0.33237, -0.32410, 0.34798], [-1.12787, 0.63524, -0.21836], [-2.42468, 0.89121, 0.03439], [-3.01310, 0.20953, 1.06356], [-2.25709, -0.78155, 1.71750], [-0.90347, -0.99499, 1.34292], [-0.55039, 1.23501, -0.90626], [-3.00871, 1.62545, -0.50058], [-4.00876, 0.48549, 1.37806], [-2.60867, -1.30279, 2.59562], [-0.33054, -1.64928, 1.98329], [-3.55192, 0.90050, -4.84230], [-2.43861, 2.09605, -5.18801], [-5.11548, 1.61927, -4.82459], [-3.10259, 0.40330, -3.19056], [-3.59031, 0.05907, -5.53412], [-1.82321, -1.85804, 6.32331], [-2.69690, -0.57510, 5.49659], [-2.98054, -3.04010, 6.90383], [-0.91642, -1.19598, 7.57725], [-1.22801, -2.30366, 5.52627], [0.03667, 4.42974, -1.29551], [-1.50769, 4.11100, -0.54380], [0.26130, 6.09972, -1.87654], [0.09832, 3.33214, -2.61681], [0.77857, 4.17557, -0.53849]],
  "atomic_forces_ev_per_a": [[-1.455, -1.795, -0.608], [1.745, 3.779, 0.292], [-1.841, -1.137, -2.850], [-0.246, -0.707, 0.419], [0.026, -1.107, 0.359], [0.088, 0.398, 2.153], [0.834, -0.123, 0.041], [0.272, 0.065, 0.472], [-0.378, 0.180, 0.097], [0.287, 0.166, -0.197], [0.735, 0.174, 0.059], [-1.286, -0.907, -0.551], [1.646, 0.473, 1.793], [-0.183, 0.586, -0.577], [1.077, -0.091, 1.516], [0.136, -0.135, -0.595], [-0.499, -0.501, -0.824], [-0.073, 0.295, -0.044], [0.140, -0.103, -0.322], [-0.761, -0.079, -0.218], [-0.252, -0.111, 0.113], [0.048, 0.543, -0.337], [-0.877, 0.789, 0.265], [2.913, -0.968, -0.792], [-1.076, 0.488, 0.132], [0.211, -1.556, 1.229], [0.579, 0.804, -0.243], [-1.723, 0.555, 0.246], [-0.305, 0.179, -0.446], [0.314, 0.206, -0.089], [-0.142, -0.308, 0.071], [-0.276, -0.010, -0.072], [0.373, -0.266, -0.414], [-0.945, -1.059, 1.115], [2.219, 1.840, -1.652], [-1.389, 0.141, -0.043], [-0.226, -1.029, 0.304], [0.436, 0.092, 0.221], [-0.891, -0.456, -1.461], [-0.459, 0.642, -0.482], [-0.109, -0.471, 0.114], [1.280, 0.437, 1.297], [0.199, -0.154, 0.537], [-0.058, 0.798, 0.773], [-0.573, 0.639, 0.548], [-0.126, -0.566, 0.440], [0.430, -0.892, -1.383], [0.161, 0.264, -0.404]],
  "energy_ev": -136118.6177,
  "orbital_gap_ha": [0.2763, 0.1168],
  "e_homo_ev": [-11.86, -11.86],
  "charge": 1,
  "fmax_ev_per_a": 4.17,
  "multiplicity": 2,
  "molar_mass_g_mol": 595.44,
  "e_above_lowest_kj_mol": 0.00,
  "e_lumo_ev": [-4.34, -8.68]
}



[2]
{
  "formula": "C5H7NO",
  "method": "ωB97M-V/def2-TZVPD",
  "symbols": ["O", "C", "C", "C", "C", "C", "N", "H", "H", "H", "H", "H", "H", "H"],
  "xyz": [[1.12929, 1.95336, 0.94309], [0.73538, 1.05765, 0.25006], [1.40744, -0.16933, -0.25821], [0.58297, -1.34404, 0.23807], [-0.77821, -1.24267, 0.21027], [-1.52922, -0.12356, -0.17990], [-0.70829, 1.14717, -0.21857], [2.43071, -0.16412, 0.12548], [1.45241, -0.11373, -1.36408], [1.09796, -2.25095, 0.53425], [-1.36854, -2.12246, 0.46536], [-2.52542, 0.08248, 0.19254], [-0.65905, 1.48086, -1.18779], [-1.12042, 1.90831, 0.32916]],
  "atomic_forces_ev_per_a": [[-0.252, -0.583, -0.387], [0.137, 0.309, 0.218], [0.101, 0.090, 0.053], [-0.174, 0.015, 0.002], [0.062, -0.083, 0.005], [0.035, -0.051, 0.070], [0.096, 0.327, -0.082], [-0.164, -0.013, -0.073], [-0.028, -0.024, 0.148], [-0.109, 0.192, -0.063], [0.103, 0.141, 0.053], [0.154, -0.090, -0.083], [-0.010, -0.016, 0.189], [0.049, -0.214, -0.048]],
  "energy_ev": -8833.1004,
  "orbital_gap_ha": 0.2472,
  "e_homo_ev": -6.32,
  "fmax_ev_per_a": 0.74,
  "molar_mass_g_mol": 97.12,
  "e_above_lowest_kj_mol": 299.34,
  "e_lumo_ev": 0.41
}



[3]
{
  "formula": "C4H8FN",
  "method": "ωB97M-V/def2-TZVPD",
  "symbols": ["C", "C", "C", "C", "N", "F", "H", "H", "H", "H", "H", "H", "H", "H"],
  "xyz": [[1.66785, 0.09023, 0.00649], [-2.75442, -0.87336, -2.56925], [1.75237, 0.81404, 2.38322], [-1.69107, -0.55699, -1.86413], [1.18130, 0.19449, 1.19289], [-1.50852, -1.03379, -0.61854], [2.67221, 0.56835, -0.03128], [0.26132, -0.20301, 1.34954], [-3.50917, -1.53666, -2.18614], [-2.89170, -0.47460, -3.55566], [2.75249, 1.18200, 2.15188], [1.81537, 0.08723, 3.19345], [1.13136, 1.65132, 2.70577], [-0.87938, 0.09076, -2.15823]],
  "atomic_forces_ev_per_a": [[0.217, -0.066, -1.004], [0.011, -0.042, 0.071], [0.173, 0.166, 0.178], [0.025, 0.088, 0.011], [-0.111, 0.060, 0.476], [-0.061, -0.083, 0.128], [-0.191, -0.032, 0.340], [-0.028, -0.028, -0.098], [-0.115, -0.128, 0.151], [0.093, 0.137, -0.217], [-0.101, -0.064, -0.038], [-0.005, 0.015, 0.011], [0.010, -0.034, 0.022], [0.084, 0.010, -0.032]],
  "energy_ev": -8481.9972,
  "orbital_gap_ha": 0.3318,
  "e_homo_ev": -8.05,
  "fmax_ev_per_a": 1.03,
  "molar_mass_g_mol": 89.11,
  "e_above_lowest_kj_mol": 293.36,
  "e_lumo_ev": 0.98
}



[4]
{
  "formula": "H14O7",
  "method": "ωB97M-V/def2-TZVPD",
  "symbols": ["O", "H", "H", "O", "H", "H", "O", "H", "H", "O", "H", "H", "O", "H", "H", "O", "H", "H", "O", "H", "H"],
  "xyz": [[0.31865, 0.12895, 0.63772], [-0.18816, 1.09432, 0.68986], [0.97104, 0.04969, 0.00530], [-0.39400, -0.53146, -3.12887], [0.44710, -0.34492, -2.52650], [-0.74512, -1.27017, -2.53575], [-1.85658, 2.68724, -0.09121], [-1.53511, 3.06617, -0.94312], [-1.68891, 3.41985, 0.35385], [1.80661, 0.19190, -1.67382], [2.65901, -0.37910, -1.97766], [2.12929, 1.07752, -2.04359], [-2.40875, -0.67141, 1.33991], [-2.44945, -1.45438, 1.90468], [-1.59438, -0.66205, 1.02686], [1.89688, 0.18763, 3.07235], [2.80164, 0.32286, 2.68264], [1.42148, 0.23480, 2.11780], [-0.29742, -2.59928, 0.56811], [0.01258, -1.73611, 0.29827], [-1.30639, -2.81205, 0.22318]],
  "atomic_forces_ev_per_a": [[-4.270, 3.353, 3.318], [2.097, -3.603, -0.872], [2.108, 0.793, -2.643], [1.731, -1.325, 3.360], [-2.233, -0.064, -2.115], [0.107, 1.301, -1.509], [-0.025, -3.951, -4.473], [-0.546, -1.261, 0.095], [0.764, 5.110, 4.461], [4.680, -0.065, -1.956], [-3.064, 1.518, 1.206], [-1.055, -1.427, 0.837], [-6.172, -0.378, 2.411], [0.031, 0.314, -0.070], [5.975, 0.141, -2.180], [0.193, 0.556, -4.282], [-0.794, -0.214, 1.216], [0.565, -0.402, 3.223], [-3.598, -2.247, -0.926], [-0.685, 0.427, -0.197], [4.189, 1.424, 1.096]],
  "energy_ev": -14557.4911,
  "orbital_gap_ha": 0.3765,
  "e_homo_ev": -10.76,
  "fmax_ev_per_a": 6.83,
  "molar_mass_g_mol": 126.10,
  "e_above_lowest_kj_mol": 383.07,
  "e_lumo_ev": -0.51
}



[5]
{
  "formula": "C3H11N3O",
  "method": "ωB97M-V/def2-TZVPD",
  "symbols": ["C", "C", "N", "N", "H", "H", "H", "H", "H", "H", "H", "N", "C", "O", "H", "H", "H", "H"],
  "xyz": [[0.14948, -1.48598, -0.25347], [-0.04151, -0.78797, -1.42805], [-0.11933, 0.50966, -1.55229], [1.04588, -2.62999, -0.31375], [-0.01156, -1.19784, 0.80197], [0.02995, -1.41554, -2.29856], [-0.40652, 0.81736, -2.50485], [-0.85626, 0.76225, -0.31134], [0.85495, -3.41680, 0.26460], [1.95414, -2.22570, -0.06866], [1.13989, -2.96393, -1.30176], [0.71987, 1.45953, 1.56384], [-0.63252, 1.91581, 1.27077], [-1.48631, 1.00181, 0.55209], [1.20158, 1.28479, 0.68724], [1.28247, 2.12970, 2.07588], [-1.14099, 2.15279, 2.18962], [-0.53486, 2.83285, 0.62901]],
  "atomic_forces_ev_per_a": [[-0.226, 0.389, 2.389], [0.746, 0.320, -1.031], [-0.625, -0.528, -0.764], [0.700, 0.540, -2.479], [-0.212, 0.418, -0.894], [-0.122, -0.279, -0.768], [0.451, -0.304, 0.732], [-2.322, 1.471, 2.574], [-0.472, -0.824, 0.947], [0.345, -0.459, 0.218], [-0.028, 0.055, 0.795], [0.012, -1.515, -0.294], [-0.423, 1.281, -1.399], [3.056, -0.653, -1.047], [0.086, 0.288, 0.060], [-0.357, 0.060, 0.064], [-0.129, 0.147, 0.319], [-0.479, -0.405, 0.577]],
  "energy_ev": -9796.6676,
  "orbital_gap_ha": [0.2876, 0.1960],
  "e_homo_ev": [-12.09, -12.05],
  "charge": 1,
  "fmax_ev_per_a": 3.77,
  "multiplicity": 2,
  "molar_mass_g_mol": 105.14,
  "e_above_lowest_kj_mol": 245.66,
  "e_lumo_ev": [-4.27, -6.71]
}



[6]
{
  "formula": "C8H11NO2S",
  "method": "ωB97M-V/def2-TZVPD",
  "symbols": ["C", "C", "C", "C", "C", "C", "C", "C", "N", "O", "O", "S", "H", "H", "H", "H", "H", "H", "H", "H", "H", "H", "H"],
  "xyz": [[-0.91844, 0.38781, -0.83338], [-0.75045, -0.16918, -2.02668], [1.07239, -0.86592, 0.00229], [-0.08280, -0.11639, 0.23963], [-0.37226, -2.97617, -2.39613], [0.30604, -1.20587, -2.23479], [0.10295, 1.72020, 1.84118], [-0.34207, 0.26372, 1.64050], [1.27771, -1.33692, -1.19481], [0.10245, -3.77364, -3.14920], [0.87004, -1.19164, -3.53490], [-1.76501, -3.28804, -1.45111], [-1.73969, 1.07043, -0.47965], [-1.24508, 0.09549, -2.97501], [1.89811, -0.99722, 0.74920], [0.93177, 1.72794, 2.70532], [-0.64064, 2.40933, 2.20614], [0.55159, 2.18241, 0.97571], [-1.32450, 0.24805, 1.98744], [0.29450, -0.42452, 2.18635], [2.16597, -1.39678, -1.58363], [-1.62100, -2.13466, -0.62820], [0.83015, -2.08818, -4.00071]],
  "atomic_forces_ev_per_a": [[-0.405, -0.588, 1.656], [0.404, -0.264, -2.041], [-1.807, 2.450, 2.766], [1.206, -1.283, 0.314], [0.303, 2.625, 0.373], [-1.174, -3.667, -1.889], [2.493, 0.213, 2.838], [2.036, 1.280, -0.369], [-0.563, -0.160, -3.084], [0.426, 0.197, -0.422], [0.357, -0.066, 0.098], [-0.701, 0.874, 1.891], [0.963, -0.485, -1.023], [0.007, -0.007, 0.757], [-1.121, -0.011, -0.622], [-1.588, 0.209, -1.887], [-0.595, 0.034, 0.108], [0.205, -0.091, -0.355], [-1.832, -0.836, 0.309], [-0.292, 0.140, 0.760], [2.001, -0.469, -0.436], [-0.269, -1.372, -1.136], [-0.054, 1.278, 1.396]],
  "energy_ev": -24892.0381,
  "orbital_gap_ha": 0.2874,
  "e_homo_ev": -7.28,
  "fmax_ev_per_a": 4.29,
  "molar_mass_g_mol": 185.25,
  "e_above_lowest_kj_mol": 279.03,
  "e_lumo_ev": 0.54
}



Copy entry 4 word for word.
{
  "formula": "H14O7",
  "method": "ωB97M-V/def2-TZVPD",
  "symbols": ["O", "H", "H", "O", "H", "H", "O", "H", "H", "O", "H", "H", "O", "H", "H", "O", "H", "H", "O", "H", "H"],
  "xyz": [[0.31865, 0.12895, 0.63772], [-0.18816, 1.09432, 0.68986], [0.97104, 0.04969, 0.00530], [-0.39400, -0.53146, -3.12887], [0.44710, -0.34492, -2.52650], [-0.74512, -1.27017, -2.53575], [-1.85658, 2.68724, -0.09121], [-1.53511, 3.06617, -0.94312], [-1.68891, 3.41985, 0.35385], [1.80661, 0.19190, -1.67382], [2.65901, -0.37910, -1.97766], [2.12929, 1.07752, -2.04359], [-2.40875, -0.67141, 1.33991], [-2.44945, -1.45438, 1.90468], [-1.59438, -0.66205, 1.02686], [1.89688, 0.18763, 3.07235], [2.80164, 0.32286, 2.68264], [1.42148, 0.23480, 2.11780], [-0.29742, -2.59928, 0.56811], [0.01258, -1.73611, 0.29827], [-1.30639, -2.81205, 0.22318]],
  "atomic_forces_ev_per_a": [[-4.270, 3.353, 3.318], [2.097, -3.603, -0.872], [2.108, 0.793, -2.643], [1.731, -1.325, 3.360], [-2.233, -0.064, -2.115], [0.107, 1.301, -1.509], [-0.025, -3.951, -4.473], [-0.546, -1.261, 0.095], [0.764, 5.110, 4.461], [4.680, -0.065, -1.956], [-3.064, 1.518, 1.206], [-1.055, -1.427, 0.837], [-6.172, -0.378, 2.411], [0.031, 0.314, -0.070], [5.975, 0.141, -2.180], [0.193, 0.556, -4.282], [-0.794, -0.214, 1.216], [0.565, -0.402, 3.223], [-3.598, -2.247, -0.926], [-0.685, 0.427, -0.197], [4.189, 1.424, 1.096]],
  "energy_ev": -14557.4911,
  "orbital_gap_ha": 0.3765,
  "e_homo_ev": -10.76,
  "fmax_ev_per_a": 6.83,
  "molar_mass_g_mol": 126.10,
  "e_above_lowest_kj_mol": 383.07,
  "e_lumo_ev": -0.51
}